[1]
ORCA calculation (ωB97M-V/def2-TZVPD) on a structure of composition C32H57CaN4OP2.

Geometry as XYZ:
```
97
C32H57CaN4OP2, DFT ωB97M-V/def2-TZVPD
C -2.524 -1.209 0.436
C -0.931 -2.115 -1.040
C -3.432 -2.206 0.093
C -1.938 -2.932 -1.654
C -3.161 -3.062 -0.990
H -4.374 -2.181 0.652
H -1.634 -3.584 -2.507
H -3.917 -3.809 -1.299
N -1.280 -1.168 -0.092
P -2.105 1.476 1.279
P 1.825 -1.800 -0.518
C -3.009 -0.101 1.415
H -4.092 0.072 1.275
H -2.926 -0.478 2.447
C 2.332 3.075 0.459
O 2.974 3.754 1.134
C 0.424 -2.376 -1.389
H 0.546 -2.699 -2.405
C 3.405 -1.241 -1.699
C 2.004 -3.541 0.246
C -3.018 2.425 -0.137
C -2.329 2.234 3.004
C 3.607 0.274 -1.577
H 3.810 0.585 -0.545
H 4.489 0.547 -2.177
H 2.756 0.854 -1.947
C 4.685 -1.917 -1.197
H 4.866 -1.670 -0.140
H 4.682 -3.005 -1.321
H 5.549 -1.540 -1.770
C 3.100 -1.610 -3.138
H 3.979 -1.389 -3.759
H 2.872 -2.673 -3.284
H 2.279 -0.998 -3.528
C 3.054 -3.436 1.343
H 2.840 -2.554 1.961
H 2.995 -4.322 1.987
H 4.066 -3.336 0.932
C 0.668 -3.962 0.876
H 0.249 -3.181 1.521
H -0.066 -4.187 0.098
H 0.790 -4.878 1.461
C 2.377 -4.507 -0.892
H 1.835 -4.278 -1.819
H 3.449 -4.534 -1.121
H 2.080 -5.528 -0.615
C -1.627 3.607 2.982
H -1.680 4.033 3.995
H -0.567 3.539 2.689
H -2.109 4.315 2.291
C -1.631 1.313 4.028
H -2.166 0.364 4.164
H -0.608 1.091 3.694
H -1.570 1.814 5.010
C -3.793 2.387 3.426
H -4.360 1.453 3.325
H -3.812 2.667 4.491
H -4.299 3.178 2.862
C -3.508 1.439 -1.210
H -4.320 0.790 -0.849
H -3.906 2.001 -2.075
H -2.681 0.811 -1.574
C -1.981 3.382 -0.771
H -1.157 2.844 -1.270
H -2.488 4.008 -1.524
H -1.537 4.061 -0.031
C -4.218 3.235 0.364
H -4.972 2.606 0.859
H -3.916 4.061 1.023
H -4.720 3.694 -0.506
Ca 0.457 0.504 0.272
N 0.297 0.994 -1.964
C 0.120 0.635 -3.067
C -0.293 0.129 -4.408
C -0.087 -1.395 -4.709
C -1.827 0.316 -4.334
C 0.536 1.009 -5.369
H 0.950 -1.762 -4.676
H -0.710 -2.051 -4.071
H -0.429 -1.565 -5.741
H -2.118 1.291 -3.898
H -2.329 0.202 -5.302
H -2.226 -0.471 -3.659
H 0.711 0.513 -6.329
H -0.007 1.941 -5.536
H 1.531 1.270 -4.955
C 2.324 0.740 5.680
N 2.530 1.587 4.476
C 3.312 2.854 4.610
C 2.046 1.241 3.319
N 1.622 0.938 2.252
H 2.878 1.183 6.515
H 2.688 -0.282 5.531
H 1.261 0.665 5.944
H 4.166 2.871 3.914
H 2.680 3.738 4.421
H 3.695 2.919 5.634
```

Output
Total charge   +1
DFT total energy   -79128.455 eV
Energy above the lowest of the compared OMol25 structures with the same formula, charge and spin   0.00 kcal per mole
Gap between HOMO and LUMO   6.0 eV

Electronic structure analysis, Mulliken charges in units of e: -0.475, 0.420, -0.520, -0.798, -1.161, 0.470, 0.387, 0.392, 0.989, 0.567, 0.307, -1.540, 0.652, 0.778, 0.308, -0.243, -1.100, 0.222, 2.217, 1.632, 2.203, 1.907, -1.712, 0.295, 0.548, 0.183, -1.806, 0.329, 0.279, 0.517, -1.309, 0.550, 0.294, -0.231, -1.615, 0.242, 0.467, 0.315, -1.858, 0.107, 0.360, 0.677, -1.317, 0.058, 0.315, 0.451, -1.669, 0.508, 0.188, 0.288, -1.851, 0.324, 0.063, 0.594, -1.732, 0.254, 0.541, 0.350, -1.638, 0.318, 0.594, 0.022, -1.500, 0.069, 0.500, 0.257, -2.015, 0.348, 0.344, 0.534, 2.049, -0.126, -0.828, 2.445, -1.419, -1.673, -1.659, 0.298, 0.168, 0.609, 0.396, 0.468, 0.268, 0.418, 0.431, 0.291, -0.756, 0.052, -0.818, 0.067, -0.922, 0.274, 0.331, 0.283, 0.319, 0.299, 0.287

---

[2]
ORCA calculation (ωB97M-V/def2-TZVPD) on a cluster of 7 separate species, C32H57F5N3O6 in total.

Geometry as XYZ:
```
103
C32H57F5N3O6, DFT ωB97M-V/def2-TZVPD
C 2.229 -4.216 1.217
N 0.806 -3.871 0.843
C 0.710 -2.699 -0.109
N -0.185 -1.553 0.426
C -1.433 -2.055 1.081
C -2.449 -0.876 1.697
C -1.862 0.631 1.401
C -0.461 0.859 0.604
C 0.075 2.411 0.284
F 0.881 2.292 -0.986
F -1.111 3.298 -0.013
C 1.014 2.969 1.507
F 0.170 3.736 2.484
F 2.135 3.802 0.975
F 1.641 1.746 2.134
N 0.322 -0.324 0.176
H 2.271 -5.404 1.317
H 3.036 -3.934 0.417
H 2.440 -3.801 2.293
H 0.473 -4.704 0.271
H 0.266 -2.976 -1.161
H 1.811 -2.284 -0.314
H -1.725 -3.207 1.178
H -3.447 -1.118 2.264
H -2.450 1.590 1.766
C -0.438 -7.412 4.906
C -1.402 -6.968 3.836
C -0.508 -6.165 2.917
O 0.803 -6.741 3.006
C 0.827 -7.653 4.112
H -0.770 -8.295 5.458
H -0.280 -6.598 5.624
H -1.795 -7.843 3.305
H -2.248 -6.391 4.218
H -0.437 -5.122 3.242
H -0.849 -6.185 1.878
H 0.853 -8.670 3.706
H 1.732 -7.491 4.705
C -6.128 0.815 -1.240
C -5.186 1.554 -2.154
C -4.201 2.155 -1.175
O -4.126 1.259 -0.057
C -5.193 0.307 -0.164
H -6.684 0.014 -1.735
H -6.851 1.517 -0.805
H -4.673 0.842 -2.811
H -5.677 2.304 -2.779
H -4.550 3.124 -0.804
H -3.205 2.286 -1.610
H -4.753 -0.657 -0.444
H -5.687 0.196 0.805
C 6.377 -1.350 2.843
C 6.853 -1.368 1.413
C 6.404 -2.736 0.947
O 5.217 -3.058 1.684
C 5.072 -2.111 2.752
H 6.256 -0.345 3.254
H 7.085 -1.897 3.476
H 6.335 -0.589 0.841
H 7.929 -1.212 1.306
H 7.156 -3.499 1.173
H 6.190 -2.763 -0.126
H 4.242 -1.445 2.497
H 4.827 -2.636 3.679
C 6.309 -0.139 -3.859
C 5.029 -0.854 -4.204
C 5.315 -2.263 -3.730
O 6.213 -2.152 -2.617
C 6.704 -0.806 -2.559
H 6.196 0.944 -3.765
H 7.066 -0.340 -4.627
H 4.199 -0.428 -3.629
H 4.770 -0.806 -5.265
H 5.815 -2.850 -4.507
H 4.409 -2.793 -3.421
H 6.231 -0.315 -1.702
H 7.786 -0.814 -2.403
C -2.718 5.283 1.629
C -3.950 5.798 0.930
C -5.060 5.119 1.702
O -4.585 4.942 3.044
C -3.177 5.213 3.069
H -1.838 5.916 1.492
H -2.478 4.277 1.264
H -4.019 6.885 1.054
H -3.975 5.574 -0.139
H -5.281 4.128 1.292
H -5.983 5.706 1.713
H -3.031 6.172 3.578
H -2.662 4.434 3.637
C -3.204 5.981 -5.057
C -2.245 4.837 -5.257
C -2.609 3.914 -4.114
O -4.005 4.108 -3.852
C -4.446 5.271 -4.565
H -3.379 6.571 -5.960
H -2.824 6.652 -4.277
H -2.451 4.344 -6.215
H -1.194 5.136 -5.246
H -2.059 4.174 -3.203
H -2.420 2.863 -4.348
H -5.067 4.934 -5.403
H -5.056 5.898 -3.909
```

Output
Total charge   +1
DFT total energy   -64432.127 eV
Energy above the lowest of the compared OMol25 structures with the same formula, charge and spin   205.41 kcal per mole
Gap between HOMO and LUMO   6.3 eV

Atom charges from the Mulliken analysis, given in e for atoms 1 to 99: -0.849, -0.157, -0.615, 0.847, 0.165, -0.753, 0.355, -0.176, 0.674, -0.276, -0.097, 0.667, -0.182, -0.216, -0.242, -0.693, 0.263, 0.427, 0.164, 0.257, 0.291, 0.352, 0.311, 0.372, 0.069, -0.515, -0.625, -0.076, -0.356, -0.523, 0.347, 0.257, 0.281, 0.342, 0.140, 0.165, 0.280, 0.283, -0.702, -0.323, 0.024, -0.116, -0.596, 0.366, 0.300, 0.304, 0.249, -0.167, -0.014, 0.319, 0.315, -0.674, -0.292, -0.202, -0.339, -0.282, 0.348, 0.280, 0.092, 0.384, 0.265, 0.008, 0.145, 0.312, -0.555, -0.428, -0.379, -0.389, -0.261, 0.329, 0.263, 0.172, 0.345, 0.265, 0.210, 0.107, 0.299, 0.679, -0.630, -0.157, -0.455, -0.627, 0.489, -0.769, 0.348, 0.238, -0.026, 0.354, 0.312, 0.285, -0.532, -0.612, -0.235, -0.261, -0.503, 0.340, 0.255, 0.280, 0.333